Record 1
{"formula": "C42H32As2Cl4CoN6O2S5", "method": "ωB97M-V/def2-TZVPD", "species": ["Co", "S", "As", "S", "S", "S", "C", "C", "C", "C", "C", "C", "As", "C", "C", "C", "C", "C", "C", "C", "C", "C", "C", "C", "C", "H", "H", "H", "H", "H", "H", "H", "H", "H", "H", "H", "H", "H", "H", "H", "Cl", "C", "C", "C", "C", "N", "C", "H", "H", "H", "H", "Cl", "C", "C", "C", "C", "C", "C", "N", "C", "C", "N", "C", "O", "C", "C", "C", "Cl", "S", "C", "C", "C", "Cl", "C", "H", "H", "H", "H", "H", "H", "H", "H", "H", "H", "H", "H", "H", "O", "N", "C", "C", "N", "C", "N"], "xyz": [[1.203, 0.185, 0.594], [5.636, -0.095, 0.375], [3.956, -1.217, 0.939], [2.387, -1.153, -0.680], [2.645, -0.018, 2.307], [4.243, -3.164, 1.673], [-2.676, 0.984, -7.456], [-2.924, 1.649, -6.266], [-2.216, 1.310, -5.118], [-1.253, 0.306, -5.150], [-1.000, -0.345, -6.356], [-1.710, -0.014, -7.500], [-0.294, -0.077, -3.477], [1.421, -0.520, -4.319], [2.091, -1.725, -4.149], [3.328, -1.932, -4.747], [3.913, -0.932, -5.508], [3.263, 0.286, -5.660], [2.027, 0.489, -5.066], [-0.986, -1.873, -3.105], [-1.583, -2.066, -1.862], [-2.106, -3.306, -1.514], [-2.034, -4.365, -2.403], [-1.436, -4.183, -3.644], [-0.918, -2.945, -3.992], [-3.223, 1.250, -8.353], [-3.663, 2.440, -6.227], [-2.408, 1.841, -4.192], [-0.224, -1.099, -6.414], [-1.502, -0.529, -8.430], [1.669, -2.501, -3.523], [3.840, -2.875, -4.603], [4.879, -1.094, -5.969], [3.721, 1.080, -6.237], [1.526, 1.443, -5.191], [-1.619, -1.249, -1.152], [-2.565, -3.441, -0.542], [-2.439, -5.333, -2.133], [-1.370, -5.008, -4.342], [-0.449, -2.822, -4.960], [1.461, 3.846, -3.409], [1.984, 3.429, -1.811], [2.529, 4.389, -0.976], [2.953, 3.987, 0.275], [2.779, 2.670, 0.666], [2.204, 1.762, -0.131], [1.837, 2.133, -1.362], [2.623, 5.414, -1.309], [3.411, 4.686, 0.960], [3.112, 2.304, 1.627], [1.411, 1.367, -1.994], [-6.549, 1.613, 3.242], [-5.108, 0.850, 3.841], [-4.526, -0.178, 3.124], [-3.373, -0.769, 3.617], [-2.785, -0.356, 4.808], [-1.496, -0.946, 5.338], [-1.013, -2.232, 4.674], [-0.493, -2.108, 3.319], [0.100, -3.155, 2.645], [0.584, -2.647, 1.488], [0.250, -1.316, 1.408], [-0.371, -1.017, 2.535], [-0.509, 0.063, 5.286], [0.721, -0.387, 5.846], [1.748, 0.701, 5.808], [3.051, 0.481, 6.127], [3.719, -1.020, 6.620], [4.026, 1.873, 5.949], [2.675, 2.793, 5.446], [1.534, 2.052, 5.412], [-3.415, 0.673, 5.507], [-2.791, 1.221, 7.034], [-4.566, 1.282, 5.038], [-4.959, -0.506, 2.190], [-2.919, -1.564, 3.040], [-1.661, -1.216, 6.392], [-1.821, -2.966, 4.675], [-0.215, -2.633, 5.302], [0.156, -4.144, 3.064], [1.130, -3.138, 0.704], [-0.734, -0.044, 2.805], [1.114, -1.238, 5.276], [0.550, -0.720, 6.879], [2.789, 3.830, 5.185], [0.573, 2.438, 5.110], [-5.031, 2.078, 5.602], [-0.559, 0.573, -0.230], [-0.471, 1.484, 0.689], [-0.991, 2.636, 0.382], [-0.940, 3.724, 1.317], [-0.930, 4.644, 2.004], [-1.692, 2.852, -0.854], [-2.261, 3.071, -1.828]], "total_charge": -1, "multiplicity": 1, "homo_lumo_gap_ev": [5.47, 5.47], "max_force_ev_per_a": 1.44, "total_energy_ev": -320680.4466, "de_lowest_kj_mol": 60.7, "e_lumo_ev": [1.15, 1.15]}

***

Record 2
{"formula": "C17H22N3", "method": "ωB97M-V/def2-TZVPD", "species": ["N", "C", "C", "C", "N", "C", "C", "C", "C", "C", "C", "C", "N", "C", "C", "C", "C", "C", "C", "C", "H", "H", "H", "H", "H", "H", "H", "H", "H", "H", "H", "H", "H", "H", "H", "H", "H", "H", "H", "H", "H", "H"], "xyz": [[1.031, 4.127, -3.722], [0.880, 3.162, -2.764], [1.025, 3.469, -1.392], [0.650, 2.553, -0.430], [0.180, 1.276, -0.662], [0.056, 0.315, 0.619], [1.353, -0.413, 0.580], [1.444, -1.729, 0.106], [2.607, -2.431, 0.390], [3.654, -1.799, 1.073], [3.652, -0.403, 1.240], [2.505, 0.302, 0.906], [-1.074, -0.579, 0.769], [-2.390, 0.052, 0.669], [-3.472, -0.971, 0.362], [-3.482, -2.177, 1.288], [-2.061, -2.709, 1.513], [-1.073, -1.571, 1.891], [0.324, 0.910, -2.002], [0.655, 1.792, -3.031], [0.857, 3.903, -4.687], [1.110, 5.095, -3.437], [1.394, 4.426, -1.043], [0.711, 2.767, 0.633], [0.024, 1.008, 1.505], [0.571, -2.197, -0.378], [2.674, -3.477, 0.086], [4.518, -2.390, 1.388], [4.517, 0.143, 1.643], [2.452, 1.401, 0.968], [-2.346, 0.800, -0.126], [-2.640, 0.559, 1.610], [-3.328, -1.318, -0.664], [-4.436, -0.478, 0.457], [-3.929, -1.890, 2.252], [-4.114, -2.977, 0.879], [-2.151, -3.489, 2.286], [-1.696, -3.209, 0.593], [-0.094, -2.027, 2.097], [-1.445, -1.143, 2.849], [0.128, -0.122, -2.251], [0.762, 1.437, -4.061]], "total_charge": 1, "multiplicity": 1, "homo_lumo_gap_ev": 8.31, "max_force_ev_per_a": 2.06, "total_energy_ev": -22449.7580, "de_lowest_kj_mol": 86.3, "smiles": "[NH2+]=c1ccn([C@H](c2ccccc2)N2CCCCC2)cc1", "e_lumo_ev": -3.47}

***

Record 3
{"formula": "C9H16NO", "method": "ωB97M-V/def2-TZVPD", "species": ["C", "C", "C", "C", "C", "C", "C", "C", "C", "N", "O", "H", "H", "H", "H", "H", "H", "H", "H", "H", "H", "H", "H", "H", "H", "H", "H"], "xyz": [[1.775, -0.441, 1.709], [0.635, -0.168, 1.078], [1.525, -1.433, 2.749], [-0.764, -0.322, -2.555], [0.491, 0.122, -1.859], [-1.959, 0.466, -1.893], [0.105, -1.933, 2.291], [0.090, 0.776, -0.532], [0.421, 2.257, -0.279], [-1.441, 0.668, -0.459], [-0.466, -0.914, 1.542], [2.717, -0.151, 1.503], [2.434, -2.284, 2.709], [1.575, -1.174, 3.823], [-0.742, -0.082, -3.638], [-1.131, -1.434, -2.571], [1.166, -0.788, -1.583], [1.222, 0.780, -2.341], [-2.179, 1.529, -2.196], [-2.973, 0.072, -2.005], [0.094, -2.871, 1.728], [-0.634, -2.184, 3.181], [1.489, 2.510, 0.042], [-0.324, 2.726, 0.524], [0.233, 2.846, -1.227], [-1.728, 1.541, -0.055], [-1.631, -0.113, 0.315]], "total_charge": 1, "multiplicity": 1, "homo_lumo_gap_ev": 9.47, "max_force_ev_per_a": 4.72, "total_energy_ev": -13120.0277, "de_lowest_kj_mol": 369.4, "e_lumo_ev": -2.74}

***

multiplicity of number 2 (C17H22N3)?
1